## A
Below is one molecule with the formula C23H25N3O3S, with properties calculated with ωB97M-V/def2-TZVPD.

Geometry as XYZ:
```
55
Properties=species:S:1:pos:R:3
C -0.92 -4.69 0.35
C -0.56 -3.43 1.14
C 0.02 -2.38 0.24
C 1.37 -2.27 0.04
C 1.90 -1.29 -0.83
C 3.27 -1.17 -1.07
C 3.74 -0.19 -1.91
C 2.84 0.69 -2.51
C 1.48 0.62 -2.31
C 0.58 1.59 -3.00
C 0.98 -0.39 -1.45
N -0.35 -0.52 -1.25
C -0.79 -1.47 -0.49
S -2.54 -1.69 -0.33
C -3.29 -0.40 -1.38
C -2.74 1.00 -1.27
O -2.45 1.60 -2.29
N -2.66 1.60 -0.06
C -1.91 2.83 0.06
C -0.55 2.49 0.68
N -0.73 1.51 1.73
C 0.19 0.60 2.14
O -0.10 -0.31 2.90
C 1.59 0.77 1.74
C 2.64 -0.02 2.15
C 3.81 0.54 1.60
C 3.39 1.63 0.89
O 2.07 1.78 0.97
C -2.06 1.44 2.29
C -3.09 1.07 1.21
H -0.04 -5.10 -0.14
H -1.33 -5.44 1.02
H -1.66 -4.46 -0.42
H -1.46 -3.03 1.62
H 0.16 -3.67 1.91
H 2.05 -2.93 0.56
H 3.95 -1.87 -0.60
H 4.79 -0.10 -2.11
H 3.22 1.46 -3.17
H 0.78 2.60 -2.65
H 0.75 1.56 -4.07
H -0.47 1.35 -2.81
H -4.34 -0.43 -1.11
H -3.17 -0.71 -2.42
H -1.77 3.25 -0.94
H -2.47 3.54 0.67
H -0.07 3.40 1.07
H 0.09 2.07 -0.10
H 2.56 -0.88 2.78
H 4.81 0.19 1.71
H 3.93 2.35 0.31
H -2.05 0.69 3.08
H -2.30 2.42 2.74
H -3.20 -0.01 1.16
H -4.07 1.50 1.47
```

Calculated values
lowest unoccupied orbital energy	0.3953	eV
total charge	0

## B
Below is one molecule with the formula C23H25N3O3S, with properties calculated with ωB97M-V/def2-TZVPD.

Geometry as XYZ:
```
55
Properties=species:S:1:pos:R:3
O 3.76 2.00 0.91
C 2.56 2.22 0.84
N 2.02 3.36 0.29
C 2.69 4.43 -0.31
C 4.05 4.41 -0.60
C 4.64 5.51 -1.21
C 3.89 6.62 -1.54
C 2.54 6.64 -1.26
C 1.94 5.55 -0.65
N 1.64 1.34 1.33
C 0.21 1.46 1.16
C -0.49 0.14 1.48
C 0.22 -1.01 0.77
C -0.54 -2.30 1.04
O -0.28 -2.99 2.01
N -1.54 -2.63 0.19
C -1.94 -1.91 -1.00
C -1.18 -2.37 -2.21
C -1.45 -3.34 -3.13
C -0.34 -3.38 -4.01
C 0.52 -2.44 -3.55
O 0.03 -1.82 -2.46
C -2.25 -3.89 0.41
C -3.62 -3.65 0.94
C -3.98 -3.30 2.21
C -5.37 -3.10 2.35
C -6.05 -3.29 1.20
S -5.01 -3.72 -0.10
C 1.67 -1.12 1.29
C 2.10 0.15 2.02
H 1.04 3.53 0.42
H 4.64 3.55 -0.33
H 5.70 5.49 -1.42
H 4.36 7.47 -2.02
H 1.94 7.50 -1.51
H 0.88 5.57 -0.43
H -0.01 1.72 0.11
H -0.20 2.25 1.81
H -0.48 -0.05 2.56
H -1.54 0.21 1.17
H 0.25 -0.80 -0.30
H -3.00 -2.09 -1.16
H -1.80 -0.84 -0.87
H -2.34 -3.94 -3.18
H -0.21 -4.02 -4.85
H 1.49 -2.12 -3.90
H -1.66 -4.45 1.15
H -2.28 -4.45 -0.52
H -3.26 -3.20 3.00
H -5.83 -2.82 3.28
H -7.10 -3.21 1.02
H 1.73 -1.96 1.98
H 2.34 -1.31 0.45
H 3.19 0.21 2.06
H 1.72 0.16 3.04
```

Calculated values
lowest unoccupied orbital energy	0.4480	eV
total charge	0

A is favored, and the nearest alternative lies 29.9 kJ/mol above it.

## A
Below is one molecule with the formula C4H5ClN2, with properties calculated with ωB97M-V/def2-TZVPD.

Geometry as XYZ:
```
12
Properties=species:S:1:pos:R:3
C 0.39 -1.22 0.10
C -0.52 -0.08 0.08
C -0.19 1.22 0.09
N -1.24 2.07 0.01
N -2.45 1.46 -0.05
C -2.34 0.20 0.07
Cl -3.64 -0.86 -0.05
H 1.32 -0.91 0.65
H 0.22 -2.29 0.48
H 0.62 -1.36 -0.91
H 0.79 1.63 -0.02
H -1.34 2.94 -0.37
```

Calculated values
lowest unoccupied orbital energy	0.9449	eV
total charge	0

## B
Below is one molecule with the formula C4H5ClN2, with properties calculated with ωB97M-V/def2-TZVPD.

Geometry as XYZ:
```
12
Properties=species:S:1:pos:R:3
C 0.77 -1.21 0.15
C -1.67 -0.25 0.73
C -1.34 -0.12 -0.83
C -0.38 -0.62 0.16
N 1.94 -1.42 0.11
N 2.23 1.52 -0.47
Cl 3.03 0.32 0.16
H -1.62 0.64 1.37
H -2.23 -1.00 1.29
H -1.69 -0.86 -1.59
H -1.01 0.78 -1.33
H 1.97 2.22 0.26
```

Calculated values
lowest unoccupied orbital energy (alpha / beta)	-0.7945 / -0.6464	eV
total charge	0

A is favored, and the nearest alternative lies 445.1 kJ/mol above it.